# 1
{"formula": "CH6S4", "method": "ωB97M-V with the def2-TZVPD basis set", "species": ["C", "S", "S", "H", "H", "H", "H", "S", "S", "H", "H"], "coordinates": [[0.3406, 1.4005, 0.1917], [0.9779, 0.7710, -1.3712], [2.9498, 0.4248, -0.7761], [1.0105, 2.2065, 0.4768], [-0.6526, 1.7850, -0.0563], [0.2111, 0.6291, 0.9485], [2.6205, -0.0788, 0.4387], [-2.5681, -1.9102, 1.0245], [-1.3816, -2.7115, -0.5196], [-2.9567, -0.8718, 0.2694], [-0.5514, -1.6445, -0.6264]], "smiles": "CSS.SS", "homo_energy_ev": -8.7, "de_lowest_kcal_mol": 7.60, "total_charge": 0}

# 2
{"formula": "CH6S4", "method": "ωB97M-V with the def2-TZVPD basis set", "species": ["C", "S", "S", "H", "H", "H", "H", "S", "S", "H", "H"], "coordinates": [[1.7158, 0.7062, -0.0259], [2.4582, 2.3078, -0.5597], [0.8724, 3.6567, -0.8959], [2.1354, 0.5842, 0.9737], [2.2343, -0.0097, -0.6603], [0.6368, 0.7367, -0.0742], [-0.0119, 3.0912, -1.7382], [-2.2355, -3.9034, 0.7989], [-3.4978, -2.2833, 1.0858], [-1.6902, -3.5563, -0.4089], [-2.6173, -1.3301, 1.5048]], "smiles": "CSS.SS", "homo_energy_ev": -8.6, "de_lowest_kcal_mol": 13.41, "total_charge": 0}

# 3
{"formula": "CH6SSi", "method": "ωB97M-V with the def2-TZVPD basis set", "species": ["Si", "C", "S", "H", "H", "H", "H", "H", "H"], "coordinates": [[-0.0140, -0.0388, -1.1571], [-0.0297, 0.5432, 0.6740], [0.5875, -0.7060, 1.7592], [-1.0794, -1.0059, -0.9590], [1.4490, -0.2336, -1.7989], [-0.2803, 1.1539, -1.9193], [0.6928, 1.3473, 0.6531], [-0.9902, 0.7948, 1.1646], [-0.3358, -1.8551, 1.5834]], "smiles": "[SiH3]CS", "homo_energy_ev": -8.8, "de_lowest_kcal_mol": 44.08, "total_charge": 0}

# 4
{"formula": "CH6Si2", "method": "ωB97M-V with the def2-TZVPD basis set", "species": ["C", "Si", "Si", "H", "H", "H", "H", "H", "H"], "coordinates": [[0.5662, 0.1790, -0.9535], [2.0521, -0.2249, 0.2235], [-0.8497, -0.5619, 0.0386], [0.5626, 1.2757, -1.0466], [0.7600, -0.4027, -1.7958], [2.5802, -1.3916, -0.4537], [-0.9778, -1.7728, -0.7663], [-0.2789, -1.0848, 1.3202], [-2.1913, 0.1389, 0.2058]], "s_squared": 2.002, "multiplicity": 3, "homo_energy_ev": [-6.6, -10.4], "de_lowest_kcal_mol": 12.43, "total_charge": 0}

# 5
{"formula": "CH6Si3", "method": "ωB97M-V with the def2-TZVPD basis set", "species": ["C", "Si", "Si", "Si", "H", "H", "H", "H", "H", "H"], "coordinates": [[-0.5000, 1.3156, 0.2027], [0.2927, -1.6610, -0.0343], [-1.6305, -0.3323, 0.1192], [1.1705, 0.4447, 0.2327], [-0.6028, 2.0040, -0.6392], [-0.7204, 1.8969, 1.0959], [0.3862, -2.4220, 1.2362], [1.3685, -2.3923, -0.7845], [-2.2328, -0.1981, -1.2416], [2.4687, 1.3445, -0.1871]], "homo_energy_ev": [-7.3, -7.5], "de_lowest_kcal_mol": 0.00, "total_charge": 0}

# 6
{"formula": "CH7BBrCl3O5P2Si", "method": "ωB97M-V with the def2-TZVPD basis set", "species": ["O", "P", "O", "O", "P", "Si", "Br", "B", "O", "O", "H", "H", "H", "H", "H", "H", "Cl", "C", "Cl", "Cl", "H"], "coordinates": [[1.4986, -0.7976, 0.0572], [0.8360, 0.5107, 0.1964], [0.1557, 0.7598, 1.6188], [1.7737, 1.7977, 0.1821], [-0.6953, 0.8574, -1.3154], [-0.6279, -1.0711, -2.4309], [-1.5354, -2.7477, -1.2527], [1.2329, -1.5417, -3.1334], [1.3652, -1.7388, -4.4888], [2.3267, -1.6961, -2.3718], [-0.2988, -0.0487, 1.9061], [2.1065, 1.9910, -0.7033], [-1.8460, 0.7743, -0.5153], [-1.5259, -0.8826, -3.5906], [0.9920, -1.0500, -5.0441], [2.1572, -1.7910, -1.4219], [-3.0224, 2.2672, 4.7060], [-1.5285, 1.3938, 4.3827], [-0.4778, 1.3840, 5.7930], [-1.8782, -0.2609, 3.8521], [-1.0083, 1.8904, 3.5739]], "smiles": "O=P(O)(O)P[Si@H](Br)B(O)O.ClC(Cl)Cl", "homo_energy_ev": -9.6, "total_charge": 0}

# 7
{"formula": "CH7BNO", "method": "ωB97M-V with the def2-TZVPD basis set", "species": ["B", "C", "N", "O", "H", "H", "H", "H", "H", "H", "H"], "coordinates": [[-0.0060, -1.4377, 1.5637], [-0.3492, 0.8512, -0.4295], [0.3264, 0.7207, -1.7558], [-0.1552, -1.1418, 2.7596], [0.1459, -2.2558, 0.7635], [-1.3967, 1.0877, -0.5332], [0.1776, 1.5650, 0.1895], [1.0305, -0.0265, -1.7273], [-0.3713, 0.4899, -2.4676], [0.8043, 1.5922, -2.0331], [-0.2064, -1.4450, 3.6701]], "homo_energy_ev": [-11.7, -11.7], "de_lowest_kcal_mol": 85.44, "total_charge": 1}

# 8
{"formula": "CH7ClSi2", "method": "ωB97M-V with the def2-TZVPD basis set", "species": ["C", "Si", "Si", "Cl", "H", "H", "H", "H", "H", "H", "H"], "coordinates": [[-0.3467, 1.7261, -0.7258], [0.3136, -1.6842, 0.2376], [-0.6362, 0.4291, 0.5721], [-3.1241, -0.4647, -0.1154], [0.5229, 1.4054, -1.3916], [-1.1994, 1.6135, -1.4248], [-0.2403, 2.7869, -0.4275], [-0.4758, -2.4940, -0.8170], [0.7510, -2.4194, 1.4455], [1.6707, -0.9870, -0.2842], [-0.6945, 1.2307, 1.7657]], "homo_energy_ev": -9.7, "de_lowest_kcal_mol": 30.49, "total_charge": 0}

# 9
{"formula": "CH7FN3P", "method": "ωB97M-V with the def2-TZVPD basis set", "species": ["H", "N", "P", "N", "H", "N", "C", "H", "H", "H", "H", "F", "H"], "coordinates": [[-2.2825, -2.5229, 0.3573], [-1.7613, -1.7740, 0.8590], [-0.9098, -0.7020, 0.0770], [-0.5297, -0.1037, -1.3383], [-1.2750, -0.0991, -2.0959], [-0.0237, 0.0033, 1.2443], [1.2453, 0.6655, 0.9058], [-0.1017, -0.4985, 2.1172], [1.1916, 1.5300, 1.5750], [2.0946, 0.0608, 1.2478], [1.2369, 0.8760, -0.1782], [0.8033, 1.6255, -2.6153], [0.3121, 0.9390, -2.1557]], "smiles": "[H]/N=P(=N\\[H])/NC.F", "homo_energy_ev": -10.1, "de_lowest_kcal_mol": 27.54, "total_charge": 0}

# 10
{"formula": "CH7N2", "method": "ωB97M-V with the def2-TZVPD basis set", "species": ["N", "H", "H", "H", "H", "C", "N", "H", "H", "H"], "coordinates": [[0.5031, 0.7851, 1.5969], [0.3464, 0.9993, 2.5768], [1.5100, 0.6611, 1.4772], [-0.0141, 0.0257, 1.0648], [0.3439, 1.5720, 0.9634], [-0.7641, -0.9163, -1.2968], [0.0887, -0.0582, -0.6597], [-1.4521, -1.5406, -0.7423], [-0.7489, -1.0407, -2.3727], [0.8453, 0.2173, -1.2691]], "s_squared": 0.753, "multiplicity": 2, "homo_energy_ev": [-3.7, -7.9], "de_lowest_kcal_mol": 54.56, "total_charge": 0}